No. 1
The following is a DFT calculation (ωB97M-V/def2-TZVPD) of a gas-phase ion, C5H4N (charge +1) in a non-equilibrium geometry.

The geometry in XYZ format:
```
10
Properties=species:S:1:pos:R:3:forces:R:3
C 1.34455 0.38000 0.10509 -3.4 -2.8 1.2
C 2.24097 1.22672 -0.18575 1.9 2.0 -0.4
C -2.11066 0.83697 -0.39537 1.2 -1.0 1.1
C -1.17518 0.43785 0.24662 -0.4 1.1 -1.3
C 0.87670 -0.99142 -0.31169 1.8 3.0 5.3
N 0.04322 0.02128 0.74394 0.7 -0.3 -4.4
H -3.00658 0.95776 -0.92378 -0.7 0.5 -0.4
H 0.50396 -0.92339 -1.23807 -1.9 -0.8 -3.2
H 1.35674 -1.74626 0.27813 -0.2 -0.8 -0.4
H -0.07372 -0.19953 1.68089 0.9 -0.9 2.6
```
Forces are in eV/Å.

The spin multiplicity is 1. Its net charge is +1. The value obtained for the frontier orbital gap is 8.80 eV. Its electronic energy is -247.06051 Eh. The energy relative to the best compared isomer or geometry (same formula, charge and spin) comes out at 528.84 kJ/mol. The lowest unoccupied orbital energy is -0.2553 hartree.


No. 2
The following is a DFT calculation (ωB97M-V/def2-TZVPD) of 5 unconnected molecules or ions with the total composition C20H34O13S2 in a non-equilibrium geometry.

The geometry in XYZ format:
```
69
Properties=species:S:1:pos:R:3:forces:R:3
C -3.08838 3.17619 -1.58414 -0.9 -2.0 3.2
C -4.25338 2.49219 -0.72014 0.1 2.7 -2.4
C -4.88638 1.30619 -1.38214 4.4 0.4 -0.7
O -5.04738 0.37619 -0.37114 -0.2 -2.2 0.8
C -4.50438 0.77219 0.75286 0.2 1.8 3.7
O -4.52238 0.22219 1.86086 0.4 1.3 -3.7
O -4.07838 2.13519 0.56486 2.1 -4.3 3.8
H -2.31238 2.44219 -1.34714 0.7 0.3 -1.2
H -2.83338 4.09719 -1.09914 0.2 0.5 0.2
H -3.42738 3.37019 -2.58414 0.1 -0.4 -0.5
H -4.90438 3.25219 -0.49814 -2.4 2.3 -1.0
H -3.98438 1.03319 -2.05314 -2.5 -0.6 0.0
H -5.82338 1.61519 -1.64814 -2.2 0.1 -2.1
C 4.37662 -3.09681 1.85286 2.6 -1.5 -0.4
C 3.28062 -2.14681 1.50086 -0.7 -0.9 1.0
C 1.90862 -2.87381 1.58986 4.8 -2.2 4.8
O 1.36162 -2.47981 2.77986 -2.9 -0.1 1.2
C 1.93162 -1.41281 3.25686 0.6 1.4 0.2
O 1.58762 -0.72681 4.16586 -0.4 -0.2 0.4
O 3.00962 -1.15881 2.53386 2.5 0.8 -1.1
H 5.45562 -2.69681 1.69086 -1.9 -0.4 0.2
H 4.34862 -4.12581 1.03386 -0.2 2.9 3.1
H 4.27762 -3.20381 2.99886 0.2 -1.0 -1.9
H 3.50362 -1.64581 0.55886 -0.6 0.2 0.1
H 1.79562 -3.91081 1.70186 1.1 -1.8 -0.6
H 1.53562 -2.59581 0.78986 -5.2 2.9 -7.1
C -1.56138 1.21219 4.00286 1.1 1.0 2.1
C -0.82338 2.67619 4.14686 -1.7 -4.0 0.4
C 0.56762 2.65219 3.69986 2.7 -5.6 0.1
O 0.64862 3.49819 2.64586 1.0 2.8 -1.6
C -0.50338 4.10819 2.45086 -3.5 2.0 -2.4
O -0.81738 4.89819 1.54186 1.5 -2.7 3.3
O -1.45238 3.60719 3.38386 0.6 2.6 -2.4
H -1.41138 0.76919 3.01586 0.4 0.2 0.1
H -2.66038 1.27119 4.12886 0.7 0.2 0.2
H -1.08838 0.55819 4.84386 -0.9 0.9 -1.7
H -0.67038 2.96719 5.13686 -1.4 0.5 2.1
H 0.74862 1.61219 3.20286 0.2 1.4 1.3
H 1.30662 2.72519 4.56886 -0.6 0.6 -1.6
O 0.29262 -0.68981 -0.19014 -1.9 -0.6 -1.7
S -0.98638 -1.30081 -0.66214 3.6 0.3 3.9
O -2.01238 -0.68581 -1.37314 -2.3 3.0 -2.7
C -0.67738 -2.79081 -1.47614 2.2 -2.1 -1.8
C -1.06938 -3.87781 -0.38514 2.1 -1.8 -2.5
C -1.99738 -3.37181 0.58586 -3.5 4.4 -0.2
C -1.78238 -1.81681 0.82086 14.4 -9.0 -0.5
H 0.48062 -2.76381 -1.87714 -2.8 -0.4 1.4
H -1.30138 -2.89881 -2.42514 0.6 0.4 1.5
H -1.44038 -4.79581 -0.91214 0.4 0.7 0.5
H -0.18838 -4.15781 0.21186 0.1 -0.1 -0.7
H -2.13638 -3.88181 1.43186 1.2 -2.2 3.9
H -3.10038 -3.43481 0.46186 0.4 0.2 -1.8
H -1.23338 -1.41381 1.64286 0.8 -0.5 0.7
H -2.53938 -1.43881 0.82686 -15.4 7.7 0.0
O 3.85662 2.77919 -5.31714 0.3 0.0 -0.8
S 2.74262 2.00119 -4.84514 0.3 3.6 -0.9
O 1.41662 2.47919 -5.19914 0.6 -1.2 0.5
C 2.95562 0.31919 -5.25014 2.2 -0.4 -1.1
C 2.92662 -0.44781 -4.02314 2.4 -2.3 3.7
C 2.54062 0.35919 -2.80814 -0.7 3.7 1.3
C 2.99362 1.90719 -3.15114 -1.1 -2.2 4.6
H 3.86762 0.02819 -5.84314 -0.6 1.2 0.7
H 2.22162 0.14819 -5.91614 -3.0 -0.8 -2.1
H 2.24762 -1.26181 -3.78814 0.2 -0.9 -1.6
H 4.03562 -0.77481 -3.88314 -2.0 0.0 0.2
H 2.94562 0.04519 -1.78414 -0.5 0.2 -1.7
H 1.42762 0.46919 -2.70614 0.9 -0.6 0.0
H 4.05262 1.88019 -2.90314 0.2 0.6 -0.6
H 2.47062 2.61619 -2.37714 0.8 -1.0 -2.2
```
Forces are in eV/Å.

The spin multiplicity is 1. As for the SMILES: C[C@H]1COC(=O)O1.C[C@H]1COC(=O)O1.C[C@H]1COC(=O)O1.O=S1(=O)CCCC1.O=S1(=O)CCCC1. The value obtained for the frontier orbital gap is 9.96 eV. Its electronic energy is -2556.62551 Eh. The lowest unoccupied orbital energy is -0.0051 hartree.


No. 3
The following is a DFT calculation (ωB97M-V/def2-TZVPD) of 4 unconnected molecules or ions with the total composition C28H19NO9 in a non-equilibrium geometry.

The geometry in XYZ format:
```
57
Properties=species:S:1:pos:R:3:forces:R:3
O 1.58955 -3.08046 3.83476 -0.5 0.2 0.0
C 0.48996 -2.64235 3.62290 -0.3 0.1 -1.0
C -0.13607 -2.49599 2.17304 -0.8 -0.6 1.2
C -1.62300 -2.98639 2.32599 -0.4 0.1 -0.5
C -1.96789 -4.41429 2.20905 -2.1 2.1 0.7
C -3.37452 -4.81465 2.38243 1.0 1.4 -0.2
C -4.43826 -3.83471 2.64687 2.2 0.6 -0.3
C -4.04111 -2.45384 2.77448 1.3 -0.2 -0.5
C -2.64834 -2.00246 2.60987 -1.0 -2.5 -0.4
C -2.59870 -0.45512 2.76975 -0.9 -2.7 -0.1
O -1.75037 0.29465 2.38237 -0.4 0.0 0.5
N -3.85551 -0.15375 3.44992 1.0 0.8 -0.5
C -4.85308 -1.15925 3.06380 1.3 -0.9 0.4
O -6.01323 -0.90760 2.98049 0.2 -0.4 0.1
H -0.20096 -2.34213 4.47145 0.5 -0.1 -0.5
H 0.41733 -3.11925 1.43212 -0.4 0.6 1.0
H -0.14269 -1.41642 1.86217 0.1 -1.0 0.3
H -1.16005 -5.14947 1.98762 -0.9 0.7 0.2
H -3.59090 -5.90567 2.26506 0.0 1.2 0.2
H -5.50291 -4.12567 2.74675 0.9 0.2 -0.1
H -3.58379 -0.18260 4.44167 -0.8 0.4 -0.2
O 0.12952 -2.96401 -0.54916 0.0 -0.1 -0.6
C 0.73001 -2.80293 -1.59603 -0.1 0.1 0.1
C 1.34799 -3.94325 -2.30968 0.1 -0.1 -0.1
C 2.00655 -3.76689 -3.45322 -0.1 -0.2 0.1
C 2.14730 -2.42249 -4.06039 0.1 0.1 -0.2
O 2.74653 -2.26361 -5.10388 0.0 -0.1 0.1
C 1.52857 -1.28201 -3.34554 0.0 0.1 0.2
C 0.87000 -1.46092 -2.20123 0.1 0.0 -0.1
H 1.23476 -4.91820 -1.85213 0.0 0.0 0.0
H 2.46546 -4.58858 -3.98862 0.0 0.0 0.0
H 1.64072 -0.30751 -3.80151 0.0 -0.2 0.0
H 0.41056 -0.64004 -1.66478 0.0 0.0 0.0
O 1.26504 1.00349 -5.24973 0.0 0.3 -0.2
C 1.77696 1.97775 -5.76683 0.0 -0.1 0.0
C 2.66220 1.84324 -6.94496 0.1 0.0 -0.2
C 3.22503 2.90937 -7.51061 0.0 -0.2 0.0
C 2.98780 4.27407 -6.98604 0.1 0.2 -0.1
O 3.49904 5.24525 -7.50271 -0.1 -0.1 0.1
C 2.10145 4.40756 -5.80655 -0.1 -0.1 0.2
C 1.53906 3.34111 -5.24149 0.0 0.2 0.0
H 2.82381 0.83847 -7.31514 0.0 0.0 0.1
H 3.87578 2.83053 -8.37219 0.0 0.0 0.0
H 1.93927 5.41168 -5.43548 0.0 0.0 0.0
H 0.88815 3.41926 -4.37974 0.0 0.0 0.0
O 2.63442 4.73621 3.47004 -0.1 0.0 0.1
C 1.54650 4.36859 3.86531 0.2 0.0 -0.1
C 0.85813 5.06378 4.97765 -0.2 0.0 0.1
C -0.33367 4.65949 5.41261 0.1 0.2 0.0
C -1.02234 3.49884 4.80168 -0.2 -0.1 0.0
O -2.11010 3.13184 5.19839 0.1 0.0 0.0
C -0.33480 2.80363 3.68956 0.1 -0.1 -0.1
C 0.85787 3.20882 3.25525 -0.2 -0.1 0.0
H 1.37548 5.91017 5.41177 0.0 0.0 0.0
H -0.85109 5.15469 6.22475 0.0 0.0 0.0
H -0.85292 1.95632 3.25481 0.0 0.2 0.1
H 1.37552 2.71369 2.44327 0.0 0.0 0.0
```
Forces are in eV/Å.

The spin multiplicity is 1. As for the SMILES: O=CCc1cccc2c1C(=O)NC2=O.O=C1C=CC(=O)C=C1.O=C1C=CC(=O)C=C1.O=C1C=CC(=O)C=C1. The value obtained for the frontier orbital gap is 7.83 eV. Its electronic energy is -1810.14008 Eh. The lowest unoccupied orbital energy is -0.0651 hartree.